[1]
{"formula": "C23H44O18", "method": "wB97M-V/def2-TZVPD", "gap_ev": 11.1, "spin_multiplicity": 1, "energy_ev": -61420.41218, "species": ["C", "C", "O", "C", "O", "O", "H", "H", "H", "H", "C", "C", "O", "C", "O", "O", "C", "H", "H", "H", "H", "H", "H", "H", "H", "C", "C", "O", "C", "O", "O", "C", "H", "H", "H", "H", "H", "H", "H", "H", "C", "C", "O", "C", "O", "O", "C", "H", "H", "H", "H", "H", "H", "H", "H", "C", "C", "O", "C", "O", "O", "C", "H", "H", "H", "H", "H", "H", "H", "H", "C", "C", "O", "C", "O", "O", "C", "H", "H", "H", "H", "H", "H", "H", "H"], "coordinates": [[0.980, -0.099, 0.040], [0.756, -1.177, 1.089], [0.282, -0.412, 2.206], [0.730, 0.853, 2.090], [0.667, 1.697, 2.917], [1.272, 1.045, 0.853], [0.032, 0.129, -0.452], [1.832, -0.313, -0.595], [1.677, -1.675, 1.406], [0.054, -1.939, 0.770], [2.358, 0.012, -3.398], [1.481, 1.230, -3.274], [0.326, 1.011, -4.109], [-0.533, 2.000, -4.321], [-1.539, 1.866, -4.965], [-0.156, 3.127, -3.695], [-1.064, 4.223, -3.790], [1.756, -0.902, -3.343], [3.067, -0.077, -2.577], [2.835, -0.040, -4.376], [2.027, 2.135, -3.524], [1.072, 1.310, -2.266], [-0.964, 4.817, -2.885], [-2.087, 3.860, -3.853], [-0.833, 4.808, -4.678], [-5.206, 2.208, 8.616], [-3.730, 1.963, 8.721], [-3.207, 1.160, 7.655], [-3.083, 1.783, 6.483], [-3.371, 2.930, 6.261], [-2.627, 0.906, 5.600], [-2.436, 1.335, 4.256], [-5.544, 2.728, 9.519], [-5.782, 1.278, 8.631], [-5.517, 2.792, 7.755], [-3.484, 1.445, 9.647], [-3.156, 2.891, 8.784], [-2.637, 2.390, 4.080], [-3.077, 0.720, 3.630], [-1.381, 1.197, 4.030], [5.312, -3.022, -2.730], [6.321, -1.915, -2.513], [5.770, -0.733, -1.950], [5.649, -0.715, -0.622], [5.883, -1.632, 0.118], [5.204, 0.482, -0.263], [4.647, 0.584, 1.056], [4.765, -2.932, -3.668], [4.604, -3.048, -1.903], [5.831, -3.981, -2.776], [6.752, -1.631, -3.475], [7.175, -2.263, -1.932], [3.931, -0.223, 1.187], [4.246, 1.589, 1.121], [5.398, 0.521, 1.846], [-5.320, 2.874, -3.224], [-4.327, 2.524, -2.152], [-4.394, 1.105, -1.938], [-3.580, 0.616, -1.011], [-2.686, 1.206, -0.462], [-3.923, -0.651, -0.801], [-3.308, -1.306, 0.292], [-5.378, 2.285, -4.138], [-5.319, 3.940, -3.454], [-6.331, 2.725, -2.809], [-4.633, 3.025, -1.233], [-3.308, 2.822, -2.389], [-3.916, -2.163, 0.568], [-3.359, -0.638, 1.157], [-2.282, -1.615, 0.104], [3.180, -4.390, 0.429], [2.452, -4.499, -0.889], [1.521, -3.421, -0.980], [0.724, -3.355, -2.040], [0.676, -4.111, -2.964], [-0.044, -2.276, -1.865], [-1.019, -2.020, -2.857], [2.536, -4.675, 1.260], [3.591, -3.396, 0.621], [4.045, -5.056, 0.437], [1.901, -5.444, -0.880], [3.120, -4.549, -1.745], [-0.570, -1.882, -3.844], [-1.603, -1.128, -2.645], [-1.723, -2.844, -2.989]], "forces_ev_per_angstrom": [[-0.342, -0.104, 0.813], [0.412, -0.005, -0.038], [-0.253, -0.166, 0.150], [0.213, -0.044, -0.993], [-0.050, 0.161, 0.453], [0.139, 0.056, 0.404], [0.253, -0.206, -0.523], [-0.194, 0.100, -0.318], [0.030, 0.040, -0.154], [-0.246, 0.125, 0.214], [-0.422, -0.827, -0.230], [-0.232, -0.389, 0.705], [0.275, -0.006, -0.600], [-0.378, 0.166, 0.149], [0.250, -0.019, 0.088], [0.040, -0.063, 0.108], [-0.316, 0.043, -0.072], [-0.162, 0.175, 0.078], [0.309, 0.357, -0.198], [0.316, 0.179, 0.150], [-0.210, 0.108, -0.158], [0.344, 0.246, 0.095], [0.252, 0.005, -0.032], [0.014, -0.014, -0.138], [-0.019, 0.073, 0.038], [-0.834, -0.117, 0.528], [0.527, 0.433, 0.350], [0.038, -0.158, 0.155], [-0.287, 0.052, -0.213], [0.076, 0.190, 0.067], [-0.032, -0.118, 0.328], [0.498, 0.235, -0.378], [0.158, 0.159, -0.119], [0.228, -0.100, -0.202], [0.241, 0.045, -0.092], [-0.109, -0.374, -0.203], [-0.198, 0.081, -0.314], [-0.320, -0.032, 0.384], [0.076, -0.029, -0.119], [-0.102, -0.266, -0.154], [-0.092, -0.149, 0.071], [0.751, -0.521, -0.711], [-0.018, 0.368, -0.054], [-0.069, -0.016, -0.056], [-0.031, -0.272, 0.208], [-0.138, 0.276, -0.079], [0.555, 0.089, 0.224], [-0.082, 0.253, 0.066], [0.036, -0.073, 0.033], [-0.016, -0.010, 0.117], [-0.185, 0.307, 0.061], [-0.221, 0.047, 0.392], [-0.255, 0.231, 0.158], [-0.475, -0.178, -0.164], [0.194, -0.300, -0.277], [-1.751, 0.155, 0.232], [0.068, 0.100, -0.230], [-0.106, -0.019, -0.033], [0.088, 0.118, -0.095], [0.096, 0.038, 0.116], [-0.281, -0.467, -0.429], [-0.192, 0.299, 1.130], [0.877, -0.037, -0.022], [0.422, -0.046, -0.125], [0.212, -0.020, 0.095], [0.216, -0.012, 0.081], [0.058, -0.159, -0.009], [-0.036, -0.124, -0.464], [0.414, -0.043, -0.062], [0.045, 0.127, -0.193], [0.421, 0.201, 0.161], [-0.126, -1.053, 0.286], [0.309, 0.385, 0.286], [-0.287, 0.089, 0.026], [0.138, -0.235, -0.216], [-0.145, 0.421, 0.468], [-0.639, -0.308, -1.565], [-0.047, 0.097, -0.001], [-0.138, 0.056, -0.145], [-0.119, -0.127, -0.081], [-0.107, 0.106, -0.215], [-0.050, 0.371, -0.109], [0.218, 0.084, 0.191], [0.360, 0.110, 0.547], [0.140, -0.150, 0.373]], "mulliken_charge": [0.44, 0.13, -0.41, 0.57, -0.58, -0.47, 0.15, -0.22, 0.11, 0.26, -0.71, 0.06, -0.31, 0.71, -0.60, -0.31, -0.62, -0.06, 0.07, 0.45, 0.48, 0.07, 0.29, 0.19, 0.29, -1.08, -0.20, -0.37, 0.74, -0.58, -0.34, -0.63, 0.35, 0.29, 0.32, 0.30, 0.31, 0.35, 0.21, 0.28, -0.61, -0.42, -0.36, 0.80, -0.58, -0.38, -0.41, 0.36, -0.16, 0.41, 0.33, 0.35, 0.05, 0.23, 0.34, -1.45, 0.32, -0.33, 0.83, -0.58, -0.36, -0.04, 0.32, 0.39, 0.42, 0.33, -0.10, 0.28, 0.05, -0.06, -1.17, -0.29, -0.06, 0.49, -0.60, 0.14, -0.75, 0.40, 0.15, 0.39, 0.34, 0.34, 0.34, 0.10, 0.31]}

=====

[2]
{"formula": "C26H52B3BrN2O16S6", "method": "wB97M-V/def2-TZVPD", "gap_ev": 8.2, "spin_multiplicity": 1, "energy_ev": -200629.44887, "species": ["N", "C", "O", "B", "O", "B", "Br", "O", "B", "C", "N", "O", "H", "H", "H", "H", "C", "C", "C", "S", "O", "O", "C", "H", "H", "H", "H", "H", "H", "H", "H", "C", "C", "C", "S", "O", "O", "C", "H", "H", "H", "H", "H", "H", "H", "H", "C", "C", "C", "S", "O", "O", "C", "H", "H", "H", "H", "H", "H", "H", "H", "C", "C", "C", "S", "O", "O", "C", "H", "H", "H", "H", "H", "H", "H", "H", "C", "C", "C", "S", "O", "O", "C", "H", "H", "H", "H", "H", "H", "H", "H", "C", "C", "C", "S", "O", "O", "C", "H", "H", "H", "H", "H", "H", "H", "H"], "coordinates": [[-2.747, -1.668, 6.956], [-2.774, -2.036, 5.692], [-2.304, -2.123, 4.269], [-2.969, -3.335, 3.747], [-4.201, -3.256, 2.886], [-3.713, -3.849, 1.590], [-3.984, -2.685, -0.041], [-3.054, -5.201, 1.536], [-2.016, -5.129, 2.587], [-0.403, -5.387, 2.386], [0.090, -4.352, 1.392], [-2.468, -4.738, 3.969], [0.132, -5.146, 3.424], [-0.160, -6.495, 2.078], [-0.730, -3.701, 1.218], [0.796, -3.764, 1.928], [2.194, -0.037, 5.377], [3.453, 0.144, 4.530], [3.674, -1.154, 3.754], [2.059, -1.887, 3.536], [2.013, -3.129, 4.278], [1.682, -1.804, 2.139], [1.157, -0.651, 4.449], [1.847, 0.912, 5.796], [2.404, -0.719, 6.209], [3.303, 0.972, 3.827], [4.324, 0.388, 5.146], [4.122, -0.966, 2.775], [4.292, -1.857, 4.319], [0.324, -1.113, 4.981], [0.783, 0.087, 3.733], [-3.140, -0.493, -5.362], [-2.387, -1.819, -5.270], [-2.988, -2.608, -4.108], [-4.685, -2.069, -3.962], [-4.844, -1.385, -2.696], [-5.564, -3.144, -4.379], [-4.616, -0.849, -5.259], [-2.919, 0.037, -6.293], [-2.851, 0.155, -4.525], [-2.519, -2.379, -6.204], [-1.313, -1.665, -5.129], [-2.964, -3.684, -4.298], [-2.479, -2.384, -3.166], [-5.247, 0.004, -5.003], [-4.973, -1.319, -6.180], [-4.596, 4.392, -2.085], [-3.249, 4.503, -1.374], [-2.324, 3.446, -1.976], [-2.888, 3.185, -3.651], [-3.394, 1.833, -3.760], [-1.908, 3.723, -4.573], [-4.274, 4.302, -3.569], [-5.243, 5.246, -1.865], [-5.114, 3.482, -1.757], [-2.828, 5.501, -1.544], [-3.350, 4.369, -0.292], [-1.284, 3.783, -1.991], [-2.400, 2.496, -1.440], [-5.101, 3.915, -4.166], [-3.947, 5.270, -3.960], [8.158, 0.446, 0.831], [8.911, -0.880, 0.922], [8.310, -1.669, 2.084], [6.613, -1.130, 2.230], [6.454, -0.446, 3.496], [5.734, -2.204, 1.813], [6.682, 0.090, 0.933], [8.380, 0.976, -0.101], [8.447, 1.094, 1.667], [8.779, -1.440, -0.012], [9.986, -0.726, 1.063], [8.335, -2.745, 1.894], [8.819, -1.445, 3.026], [6.051, 0.943, 1.189], [6.325, -0.380, 0.012], [-1.797, 4.294, 6.666], [-2.413, 3.486, 7.808], [-1.479, 2.311, 8.093], [0.158, 2.848, 7.621], [0.598, 2.050, 6.495], [0.966, 3.019, 8.812], [-0.326, 4.454, 7.020], [-2.289, 5.264, 6.544], [-1.899, 3.742, 5.725], [-2.493, 4.118, 8.700], [-3.421, 3.139, 7.560], [-1.482, 2.043, 9.152], [-1.738, 1.438, 7.487], [0.293, 4.736, 6.167], [-0.193, 5.170, 7.836], [0.038, 0.411, -9.960], [0.529, 0.816, -8.571], [-0.181, -0.078, -7.556], [-0.549, -1.606, -8.406], [-1.986, -1.738, -8.516], [0.288, -2.662, -7.873], [0.096, -1.109, -9.991], [0.651, 0.853, -10.752], [-0.995, 0.751, -10.101], [1.612, 0.659, -8.507], [0.338, 1.874, -8.367], [0.454, -0.288, -6.691], [-1.126, 0.362, -7.226], [-0.504, -1.545, -10.792], [1.129, -1.463, -10.059]], "forces_ev_per_angstrom": [[-0.583, -3.448, -11.379], [2.733, 3.492, 6.398], [-3.264, -1.803, 4.554], [-1.551, -2.675, -0.497], [4.930, -0.880, -1.026], [-0.711, -0.959, 0.697], [0.288, -1.487, 1.648], [0.737, 4.505, 2.051], [-0.533, -1.110, 0.985], [-0.111, -0.438, 1.328], [-0.660, 1.019, 1.372], [0.022, 4.070, -3.155], [-1.285, -0.929, -2.068], [-0.319, 2.155, 0.409], [1.554, -0.733, -0.106], [-1.208, -0.821, -1.275], [0.237, 0.183, 0.203], [0.061, 0.120, 0.122], [0.441, 0.311, -0.075], [0.262, 0.590, 0.259], [-0.252, -0.111, -0.500], [-0.113, -0.482, 0.120], [-0.320, 0.299, 0.351], [0.296, -0.669, -0.266], [-0.058, 0.024, -0.094], [0.006, -0.078, 0.072], [-0.117, -0.072, -0.188], [-0.486, -0.367, 0.351], [-0.184, 0.034, -0.208], [0.061, -0.079, -0.185], [0.035, -0.142, 0.026], [0.376, -0.001, 0.264], [0.073, -0.147, -0.500], [0.662, -0.283, 0.096], [-0.199, -0.221, -0.401], [-0.221, -0.251, -0.121], [0.090, 0.386, 0.532], [0.019, 0.442, -0.399], [-0.160, -0.083, 0.123], [-0.138, -0.402, -0.458], [0.042, 0.079, 0.206], [-0.124, -0.081, 0.019], [-0.156, 0.173, 0.188], [-0.213, -0.041, -0.054], [0.001, -0.180, 0.114], [-0.005, -0.026, 0.174], [-0.224, -0.076, 0.201], [-0.002, 0.295, 0.238], [0.345, -0.006, 0.630], [0.145, 0.308, -0.228], [0.173, 0.835, 0.071], [-0.288, -0.568, 0.108], [-0.475, 0.307, -0.014], [0.076, -0.144, -0.052], [0.032, 0.124, -0.082], [-0.061, -0.139, 0.016], [0.049, 0.017, -0.181], [-0.147, -0.212, -0.155], [-0.003, 0.066, -0.213], [0.221, -0.047, -0.042], [0.024, -0.180, -0.010], [0.184, 0.232, 0.031], [0.250, -0.038, -0.287], [0.641, -0.312, 0.040], [0.002, -0.344, -0.286], [-0.012, -0.263, -0.243], [0.325, 0.396, 0.403], [-0.017, 0.423, -0.378], [-0.050, -0.057, 0.151], [-0.074, -0.045, -0.119], [0.012, 0.085, 0.137], [-0.177, -0.059, -0.023], [-0.170, 0.170, 0.188], [-0.216, -0.022, -0.075], [-0.047, -0.207, 0.075], [-0.016, -0.001, 0.184], [-0.184, 0.021, -0.214], [-0.312, 0.168, 0.129], [-0.566, -0.351, 0.195], [0.156, 0.313, 0.693], [-0.308, 0.545, 0.509], [-0.046, -0.326, -0.703], [-0.102, 0.505, -0.278], [0.089, -0.139, -0.009], [0.040, 0.100, 0.092], [0.018, -0.084, -0.134], [0.175, 0.033, 0.075], [0.202, -0.063, -0.236], [0.163, 0.085, 0.078], [0.075, -0.133, 0.173], [0.060, -0.163, -0.075], [-0.113, 0.214, -0.133], [0.264, 0.280, -0.019], [0.109, 0.550, 0.429], [0.271, -0.432, 0.058], [0.370, -0.161, 0.077], [-0.641, 0.220, -0.119], [0.141, 0.139, -0.548], [-0.112, -0.073, 0.097], [0.127, -0.069, -0.027], [-0.153, 0.013, -0.017], [0.040, -0.183, 0.010], [-0.244, -0.125, -0.105], [0.163, -0.172, -0.080], [0.027, -0.102, 0.216], [-0.166, -0.029, 0.073]], "mulliken_charge": [-0.49, 0.33, -0.23, 0.72, -0.18, 0.12, 0.02, -0.32, 0.31, -0.06, -0.63, -0.40, 0.12, 0.20, 0.22, 0.28, -0.23, -0.85, -0.37, 1.46, -0.72, -0.82, -0.51, 0.13, 0.37, 0.24, 0.39, -0.03, 0.46, 0.24, 0.38, 0.10, -0.49, -0.71, 1.16, -0.60, -0.71, -1.04, 0.21, 0.13, 0.21, 0.33, 0.40, 0.33, 0.39, 0.41, -0.55, -0.61, -0.66, 1.11, -0.65, -0.77, -0.75, 0.36, 0.28, 0.29, 0.32, 0.35, 0.37, 0.39, 0.36, -0.59, -0.59, -0.73, 1.22, -0.63, -0.68, -0.72, 0.35, 0.30, 0.30, 0.32, 0.35, 0.36, 0.39, 0.39, -0.54, -0.63, -0.49, 1.15, -0.70, -0.74, -0.74, 0.35, 0.28, 0.29, 0.32, 0.36, 0.20, 0.38, 0.35, -0.60, -0.79, -0.06, 1.23, -0.64, -0.71, -0.75, 0.36, 0.29, 0.30, 0.36, 0.43, -0.16, 0.40, 0.35]}

=====

Number 1: M 608.6 Da. Number 2: M 953.4 Da.